Entry 1:
Molecular formula: C5H7FN2
Method: DFT, ωB97M-V/def2-TZVPD

```
! wB97M-V def2-TZVPD RIJCOSX def2/J DEFGRID3
* xyz 0 1
C -2.352 -0.020 -0.005
C 0.023 -0.828 0.042
C 1.243 -0.014 -0.051
C 2.487 -0.433 -0.156
C 0.799 1.391 -0.023
H -2.872 0.914 -0.245
H -2.391 0.005 1.083
H -2.712 -0.967 -0.471
H 0.012 -1.698 -0.541
H -0.231 -1.172 1.036
H 2.773 -1.479 -0.254
H 1.268 2.337 0.168
N -0.970 0.135 -0.421
N -0.525 1.403 -0.116
F 3.447 0.424 -0.047
*
```

Summary:
HOMO level = -7.937 eV
energy above the lowest of the compared OMol25 structures with the same formula, charge and spin = 57.9 kcal per mole
LUMO energy = 0.7831 eV
frontier orbital gap = 0.3205 Eh

Calculated atomic charges, method natural (NBO), unit e: C -0.42; C -0.26; C -0.17; C 0.26; C -0.04; H 0.23; H 0.17; H 0.20; H 0.22; H 0.19; H 0.16; H 0.22; N -0.26; N -0.20; F -0.31

Entry 2:
Molecular formula: C5H7FN2
Method: DFT, ωB97M-V/def2-TZVPD

```
! wB97M-V def2-TZVPD RIJCOSX def2/J DEFGRID3
* xyz 0 1
C -2.006 0.285 -0.472
C -1.100 -0.187 0.633
C 0.326 -0.023 0.234
C 1.155 1.155 0.161
C 1.226 -0.992 0.013
H -1.853 -0.337 -1.404
H -1.809 1.305 -0.819
H -1.393 -1.263 0.812
H -1.402 0.338 1.510
H 0.968 2.187 0.435
H 3.324 -0.875 -0.584
H 1.067 -2.078 -0.061
N 2.405 0.875 -0.107
N 2.432 -0.454 -0.237
F -3.340 0.065 -0.114
*
```

Summary:
HOMO level = -9.511 eV
energy above the lowest of the compared OMol25 structures with the same formula, charge and spin = 22.0 kcal per mole
LUMO energy = 0.9028 eV
frontier orbital gap = 0.3827 Eh

Calculated atomic charges, method natural (NBO), unit e: C 0.07; C -0.45; C -0.16; C -0.06; C -0.04; H 0.16; H 0.17; H 0.22; H 0.22; H 0.21; H 0.42; H 0.22; N -0.26; N -0.35; F -0.37

Entry 3:
Molecular formula: C5H7FN3
Method: DFT, ωB97M-V/def2-TZVPD

```
! wB97M-V def2-TZVPD RIJCOSX def2/J DEFGRID3
* xyz -1 1
C 0.876 0.144 0.467
C -0.457 -0.136 -0.174
F 1.083 -0.049 2.058
H -0.245 -0.037 -1.555
C 1.841 -0.951 0.634
N 1.814 -2.149 0.637
C -1.450 0.966 0.187
H -1.025 1.961 -0.021
H -2.361 0.799 -0.402
H -1.723 0.939 1.252
N -0.885 -1.450 -0.010
H 0.078 -2.148 0.384
H -0.732 -1.883 -0.958
C 1.458 1.438 0.184
N 1.844 2.522 0.046
H -0.117 0.033 -2.730
*
```

Summary:
HOMO level (alpha / beta) = -3.109 / -3.111 eV
energy above the lowest of the compared OMol25 structures with the same formula, charge and spin = 111.8 kcal per mole
LUMO energy (alpha / beta) = 3.5641 / 3.5648 eV
frontier orbital gap (alpha / beta) = 0.2453 / 0.2453 Eh

Calculated atomic charges, method natural (NBO), unit e: C 0.09; C -0.17; F -0.47; H 0.14; C 0.35; N -0.42; C -0.61; H 0.21; H 0.21; H 0.20; N -0.84; H 0.37; H 0.35; C 0.29; N -0.33; H -0.38

Entry 4:
Molecular formula: C5H7FO2
Method: DFT, ωB97M-V/def2-TZVPD

```
! wB97M-V def2-TZVPD RIJCOSX def2/J DEFGRID3
* xyz 0 1
C -0.408 -0.338 -2.229
C -0.713 -0.235 -0.733
C 0.578 0.617 0.759
C 0.099 0.530 2.267
C 0.451 -0.716 0.101
H 0.520 0.241 -2.498
H -1.238 -0.073 -2.962
H 0.079 -1.492 -2.522
H -1.644 -0.845 -0.484
H 1.558 1.098 0.592
H 0.535 -0.393 2.856
H -1.090 0.344 2.169
O -0.412 1.108 -0.212
O 1.251 -1.680 0.154
F 0.434 1.834 2.741
*
```

Summary:
HOMO level = -10.183 eV
energy above the lowest of the compared OMol25 structures with the same formula, charge and spin = 49.4 kcal per mole
LUMO energy = 0.4944 eV
frontier orbital gap = 0.3924 Eh

Calculated atomic charges, method natural (NBO), unit e: C -0.65; C -0.04; C -0.05; C 0.02; C 0.56; H 0.23; H 0.24; H 0.23; H 0.22; H 0.23; H 0.21; H 0.18; O -0.50; O -0.51; F -0.36

Entry 5:
Molecular formula: C5H7FOS
Method: DFT, ωB97M-V/def2-TZVPD

```
! wB97M-V def2-TZVPD RIJCOSX def2/J DEFGRID3
* xyz 0 1
C -0.961 0.805 1.558
C -0.857 0.413 0.127
C 0.350 0.488 -0.784
C 1.422 -0.437 -0.142
C 2.618 -0.340 0.550
H -0.069 0.039 2.026
H -0.996 1.951 1.855
H -1.929 0.294 1.799
H 0.052 0.477 -1.874
H 0.663 2.356 0.185
H 3.425 -1.095 0.807
H 2.906 0.717 0.449
O 0.786 1.780 -0.868
F 0.827 -1.712 -0.081
S -2.076 -0.571 -0.340
*
```

Summary:
HOMO level = -8.668 eV
energy above the lowest of the compared OMol25 structures with the same formula, charge and spin = 94.3 kcal per mole
LUMO energy = -0.5235 eV
frontier orbital gap = 0.2993 Eh

Calculated atomic charges, method natural (NBO), unit e: C -0.74; C -0.08; C -0.05; C 0.40; C -0.50; H 0.26; H 0.24; H 0.27; H 0.26; H 0.46; H 0.26; H 0.22; O -0.68; F -0.37; S 0.08

Entry 6:
Molecular formula: C5H7FS
Method: DFT, ωB97M-V/def2-TZVPD

```
! wB97M-V def2-TZVPD RIJCOSX def2/J DEFGRID3
* xyz 0 1
C -0.171 1.571 0.229
C 1.214 0.789 0.246
C 0.689 -0.451 -0.344
C -0.433 -0.731 0.623
C -1.299 0.476 0.352
H -0.210 2.326 1.063
H 1.946 1.394 -0.305
H 1.575 0.642 1.243
H 0.338 -0.220 -1.356
H -0.106 -0.726 1.662
H -2.121 0.654 1.031
H -1.678 0.421 -0.744
F -0.405 2.273 -0.965
S 0.244 -2.179 -0.034
*
```

Summary:
HOMO level = -8.954 eV
energy above the lowest of the compared OMol25 structures with the same formula, charge and spin = 55.6 kcal per mole
LUMO energy = 0.9124 eV
frontier orbital gap = 0.3626 Eh

Calculated atomic charges, method natural (NBO), unit e: C 0.22; C -0.45; C -0.33; C -0.38; C -0.45; H 0.17; H 0.23; H 0.22; H 0.21; H 0.20; H 0.23; H 0.23; F -0.37; S 0.26

Entry 7:
Molecular formula: C5H7FS
Method: DFT, ωB97M-V/def2-TZVPD

```
! wB97M-V def2-TZVPD RIJCOSX def2/J DEFGRID3
* xyz 0 1
C 1.255 0.256 0.796
C 0.345 1.119 -0.060
C -0.907 0.884 -0.491
C -1.648 -0.322 -0.201
C -1.179 -1.568 -0.130
H 2.757 0.380 -1.036
H 1.848 1.017 1.325
H 0.680 -0.487 1.373
H 0.840 2.021 -0.414
H -1.492 1.701 -0.867
H -1.775 -2.387 0.240
H -0.130 -1.729 -0.339
F -2.975 -0.209 0.080
S 2.381 -0.675 -0.275
*
```

Summary:
HOMO level = -8.965 eV
energy above the lowest of the compared OMol25 structures with the same formula, charge and spin = 23.2 kcal per mole
LUMO energy = 0.5148 eV
frontier orbital gap = 0.3484 Eh

Calculated atomic charges, method natural (NBO), unit e: C -0.58; C -0.13; C -0.29; C 0.37; C -0.48; H 0.12; H 0.23; H 0.25; H 0.20; H 0.23; H 0.22; H 0.21; F -0.34; S -0.02

Entry 8:
Molecular formula: C5H7FS2
Method: DFT, ωB97M-V/def2-TZVPD

```
! wB97M-V def2-TZVPD RIJCOSX def2/J DEFGRID3
* xyz 0 1
C 1.115 -0.756 0.023
C 0.584 0.293 0.612
C 1.697 0.557 -0.347
C -2.368 0.969 -0.579
C -1.954 -0.234 -0.247
F -2.170 -0.761 0.972
S 1.176 -2.436 -0.295
S 3.365 1.043 0.206
H -0.019 0.706 1.380
H 1.522 1.014 -1.313
H -2.897 1.607 0.113
H -2.180 1.349 -1.565
H 0.241 -2.775 0.596
H -1.462 -0.937 -0.904
H 3.351 0.359 1.348
*
```

Summary:
HOMO level = -8.617 eV
energy above the lowest of the compared OMol25 structures with the same formula, charge and spin = 72.7 kcal per mole
LUMO energy = 0.6458 eV
frontier orbital gap = 0.3404 Eh

Calculated atomic charges, method natural (NBO), unit e: C -0.20; C -0.21; C -0.33; C -0.51; C 0.25; F -0.35; S 0.10; S -0.06; H 0.24; H 0.20; H 0.22; H 0.22; H 0.14; H 0.17; H 0.12

Entry 9:
Molecular formula: C5H7I
Method: DFT, ωB97M-V/def2-TZVPD

```
! wB97M-V def2-TZVPD RIJCOSX def2/J DEFGRID3
* xyz 0 1
C 0.692 0.392 -0.666
C 0.987 1.005 0.715
C -0.848 -1.218 0.547
C -0.244 -0.814 -0.730
C -1.698 -0.668 -0.276
I -3.569 0.078 -0.532
H 0.438 1.166 -1.383
H 1.745 0.076 -1.012
H 0.234 1.581 1.129
H 1.909 1.564 0.957
H -0.560 -1.700 1.427
H 1.022 0.070 1.346
H -0.108 -1.533 -1.522
*
```

Summary:
HOMO level = -8.990 eV
energy above the lowest of the compared OMol25 structures with the same formula, charge and spin = 36.1 kcal per mole
LUMO energy = 0.5277 eV
frontier orbital gap = 0.3498 Eh

Calculated atomic charges, method natural (NBO), unit e: C -0.42; C -0.61; C -0.21; C -0.23; C -0.20; I 0.23; H 0.21; H 0.20; H 0.20; H 0.22; H 0.22; H 0.19; H 0.19

Entry 10:
Molecular formula: C5H7IN
Method: DFT, ωB97M-V/def2-TZVPD

```
! wB97M-V def2-TZVPD RIJCOSX def2/J DEFGRID3
* xyz 1 1
C -0.271 1.421 0.097
C -1.334 0.357 0.557
C 0.642 -1.019 -0.285
C 0.523 2.592 0.024
C 0.040 -2.408 -0.164
N -0.076 0.002 -0.032
I -3.324 -0.169 0.595
H 1.683 -0.850 -0.671
H 0.297 3.429 -0.485
H 1.471 2.241 -0.312
H 0.522 2.733 1.109
H -0.997 -2.424 0.239
H -0.007 -2.877 -1.111
H 0.831 -3.029 0.439
*
```

Summary:
HOMO level (alpha / beta) = -12.856 / -12.856 eV
energy above the lowest of the compared OMol25 structures with the same formula, charge and spin = 87.1 kcal per mole
LUMO energy (alpha / beta) = -5.1688 / -5.1695 eV
frontier orbital gap (alpha / beta) = 0.2825 / 0.2825 Eh

Calculated atomic charges, method natural (NBO), unit e: C 0.35; C -0.06; C 0.10; C -0.69; C -0.67; N -0.31; I 0.44; H 0.24; H 0.29; H 0.26; H 0.30; H 0.24; H 0.26; H 0.26

Entry 11:
Molecular formula: C5H7IN
Method: DFT, ωB97M-V/def2-TZVPD

```
! wB97M-V def2-TZVPD RIJCOSX def2/J DEFGRID3
* xyz 1 3
C -0.073 0.036 1.732
C -1.429 0.850 -0.900
C -0.217 0.524 -1.856
C 1.633 -1.159 0.622
C -0.079 0.763 -0.432
N 0.559 -0.192 0.512
I 1.853 -2.532 2.193
H -0.903 0.765 1.724
H 0.438 -0.411 2.692
H -1.833 1.813 -0.733
H -2.092 0.108 -0.508
H -0.168 -0.556 -2.241
H -0.047 1.259 -2.580
H 2.356 -1.267 -0.226
*
```

Summary:
HOMO level (alpha / beta) = -13.237 / -14.505 eV
energy above the lowest of the compared OMol25 structures with the same formula, charge and spin = 15.9 kcal per mole
<S²> = 2.050
LUMO energy (alpha / beta) = -4.9312 / -5.7692 eV
frontier orbital gap (alpha / beta) = 0.3052 / 0.3210 Eh

Calculated atomic charges, method natural (NBO), unit e: C -0.02; C -0.44; C -0.44; C -0.11; C 0.28; N -0.38; I 0.38; H 0.23; H 0.23; H 0.26; H 0.24; H 0.25; H 0.26; H 0.25

Entry 12:
Molecular formula: C5H7IN5
Method: DFT, ωB97M-V/def2-TZVPD

```
! wB97M-V def2-TZVPD RIJCOSX def2/J DEFGRID3
* xyz 1 3
C 1.965 0.657 -0.282
C 1.370 1.908 -0.043
C 3.307 0.827 0.076
C 0.014 2.318 0.016
C -1.028 0.284 -0.467
N 2.345 2.747 0.441
N -0.885 1.518 -0.279
N 3.442 2.104 0.515
N -0.849 -0.429 0.553
N -1.346 -1.824 0.630
I 4.896 -0.516 -0.061
H -0.109 3.301 0.349
H -1.385 -0.007 -1.499
H 1.542 -0.392 -0.521
H 4.384 2.485 0.648
H -1.845 -1.582 1.470
H -0.864 -2.712 0.819
H -1.810 -2.173 -0.268
*
```

Summary:
HOMO level (alpha / beta) = -8.978 / -12.617 eV
energy above the lowest of the compared OMol25 structures with the same formula, charge and spin = 21.8 kcal per mole
<S²> = 2.019
LUMO energy (alpha / beta) = -3.1967 / -6.6464 eV
frontier orbital gap (alpha / beta) = 0.2124 / 0.2194 Eh

Calculated atomic charges, method natural (NBO), unit e: C -0.39; C 0.13; C 0.13; C -0.01; C 0.26; N -0.10; N -0.39; N -0.40; N -0.41; N -0.59; I 0.36; H 0.22; H 0.18; H 0.26; H 0.43; H 0.47; H 0.43; H 0.42

Entry 13:
Molecular formula: C5H7IO
Method: DFT, ωB97M-V/def2-TZVPD

```
! wB97M-V def2-TZVPD RIJCOSX def2/J DEFGRID3
* xyz 0 1
C -0.054 1.675 -0.158
C -0.531 -0.650 0.832
C -1.619 -1.190 -0.005
C 0.494 0.445 0.180
C 1.711 -0.046 -0.505
O -1.198 2.109 0.090
I -3.441 -0.235 -0.174
H 0.712 2.170 -0.733
H -1.003 -0.034 1.712
H 0.116 -1.416 1.299
H -1.527 -2.124 -0.604
H 1.929 -1.038 -0.240
H 2.618 0.361 -0.120
H 1.795 -0.027 -1.574
*
```

Summary:
HOMO level (alpha / beta) = -7.835 / -9.038 eV
energy above the lowest of the compared OMol25 structures with the same formula, charge and spin = 56.0 kcal per mole
LUMO energy (alpha / beta) = -1.4309 / -0.2854 eV
frontier orbital gap (alpha / beta) = 0.2354 / 0.3216 Eh

Calculated atomic charges, method natural (NBO), unit e: C 0.24; C -0.57; C -0.32; C 0.14; C -0.71; O -0.49; I 0.22; H 0.11; H 0.24; H 0.23; H 0.21; H 0.23; H 0.24; H 0.24

Entry 14:
Molecular formula: C5H7IO2PS
Method: DFT, ωB97M-V/def2-TZVPD

```
! wB97M-V def2-TZVPD RIJCOSX def2/J DEFGRID3
* xyz -1 1
C 1.266 0.216 -1.043
C -1.060 -0.996 0.273
C -0.181 0.033 1.019
C -2.062 -0.362 -0.773
C 1.292 0.005 0.393
O 1.940 1.296 -1.272
O 0.788 -0.499 -1.945
P 2.145 1.681 0.441
S 4.020 1.322 0.833
I -3.444 1.136 0.116
H -0.384 -1.687 -0.179
H -1.710 -1.525 0.994
H -0.524 1.162 1.013
H -0.114 -0.172 2.030
H -1.512 0.191 -1.441
H -2.636 -1.175 -1.090
H 2.176 -0.626 0.630
*
```

Summary:
HOMO level = -3.694 eV
energy above the lowest of the compared OMol25 structures with the same formula, charge and spin = 28.4 kcal per mole
LUMO energy = 2.4497 eV
frontier orbital gap = 0.2258 Eh

Calculated atomic charges, method natural (NBO), unit e: C 0.76; C -0.43; C -0.40; C -0.40; C -0.69; O -0.71; O -0.68; P 0.80; S -0.78; I -0.04; H 0.25; H 0.19; H 0.22; H 0.21; H 0.22; H 0.20; H 0.28

Entry 15:
Molecular formula: C5H7IrO4
Method: DFT, ωB97M-V/def2-TZVPD

```
! wB97M-V def2-TZVPD RIJCOSX def2/J DEFGRID3
* xyz 1 6
O -1.740 1.676 -0.256
Ir -0.018 1.162 -0.358
C -2.734 0.684 -0.192
C -2.154 -0.606 0.311
H -3.546 1.009 0.487
H -3.195 0.521 -1.185
H -1.426 -0.546 1.127
H -2.522 -1.554 -0.094
C 0.811 -1.826 -0.912
C 1.118 -0.513 -0.778
H 0.084 -2.091 -1.684
H 1.452 -2.632 -0.536
O 2.356 -0.332 -0.042
C 2.500 0.806 0.569
O 1.609 1.647 0.723
O 3.661 0.877 1.175
H 3.745 1.718 1.644
*
```

Summary:
HOMO level (alpha / beta) = -12.337 / -14.171 eV
energy above the lowest of the compared OMol25 structures with the same formula, charge and spin = 0.0 kcal per mole
<S²> = 8.781
LUMO energy (alpha / beta) = -3.4312 / -7.0391 eV
frontier orbital gap (alpha / beta) = 0.3273 / 0.2621 Eh

Calculated atomic charges, method natural (NBO), unit e: O -0.58; Ir 1.48; C -0.19; C -0.35; H 0.24; H 0.22; H 0.18; H 0.22; C -0.32; C -0.19; H 0.24; H 0.24; O -0.46; C 1.03; O -0.71; O -0.59; H 0.52

Entry 16:
Molecular formula: C5H7N
Method: DFT, ωB97M-V/def2-TZVPD

```
! wB97M-V def2-TZVPD RIJCOSX def2/J DEFGRID3
* xyz 0 1
C 1.578 -0.048 -0.039
C 0.787 1.428 0.124
C -1.031 -0.487 -0.774
C -0.800 -0.502 0.737
C 0.175 0.116 -0.163
N 2.722 -0.587 0.015
H 0.607 1.714 1.182
H 0.914 2.297 -0.547
H -1.081 -1.408 -1.496
H -1.734 0.193 -1.028
H -1.317 0.297 1.309
H -0.541 -1.409 1.295
H 2.772 -1.544 -0.200
*
```

Summary:
HOMO level = -8.715 eV
energy above the lowest of the compared OMol25 structures with the same formula, charge and spin = 91.3 kcal per mole
LUMO energy = 1.0155 eV
frontier orbital gap = 0.3576 Eh

Calculated atomic charges, method natural (NBO), unit e: C 0.40; C -0.47; C -0.38; C -0.37; C -0.22; N -0.63; H 0.21; H 0.23; H 0.23; H 0.21; H 0.21; H 0.23; H 0.35

no.,total energy (eV)
1,-10993.79853
2,-10995.35475
3,-12481.02379
4,-12107.83592
5,-20893.98662
6,-18848.22669
7,-18849.63344
8,-29682.80984
9,-13395.91850
10,-14877.13027
11,-14875.74391
12,-20835.31292
13,-15442.44819
14,-37620.17474
15,-16312.58309
16,-6784.55386